ORCA calculation (wB97M-V/def2-TZVPD) on C31H24IN2O2S3V as an isolated structure at a distorted geometry.

Values from the calculation:
- Energy: -105909.66381 eV
- E_HOMO (alpha / beta): -2.27 / -2.43 eV
- LUMO level (alpha / beta): 2.025 / 2.025 eV
- HOMO-LUMO gap (alpha / beta): 4.29 / 4.45 eV

ORCA input file:
```
! wB97M-V def2-TZVPD RIJCOSX def2/J DEFGRID3
* xyz -1 2
V -0.606 0.723 -1.836
C 1.949 -2.060 3.895
C 0.632 -2.191 3.116
C -0.413 -2.933 3.962
C 0.907 -3.048 1.877
C 0.106 -0.802 2.769
C -0.238 0.066 3.813
C -0.742 1.335 3.583
C -0.915 1.749 2.281
S -1.562 3.258 1.684
C -1.379 2.643 0.047
N -0.865 1.412 -0.020
C -0.586 0.899 1.205
C -0.059 -0.370 1.464
C -1.720 3.278 -1.163
C -2.260 4.566 -1.296
C -2.528 5.051 -2.554
C -2.253 4.267 -3.675
C -1.722 2.995 -3.537
C -1.452 2.453 -2.289
H 2.343 -3.045 4.141
H 1.814 -1.504 4.819
H 2.685 -1.537 3.290
H -0.054 -3.931 4.208
H -1.339 -3.031 3.399
H -0.630 -2.410 4.889
H 1.248 -4.034 2.194
H 1.685 -2.606 1.259
H 0.005 -3.177 1.284
H -0.110 -0.249 4.837
H -1.008 1.985 4.401
H 0.188 -0.984 0.606
H -2.444 5.163 -0.409
H -2.943 6.043 -2.677
H -2.455 4.666 -4.660
H -1.512 2.409 -4.425
S -0.728 -0.246 -4.191
C -1.784 -1.058 -3.194
N -2.031 -0.643 -1.963
C -2.730 -1.560 -1.234
C -3.051 -1.477 0.121
C -3.668 -2.548 0.737
C -4.000 -3.695 0.026
C -3.727 -3.784 -1.329
C -3.092 -2.725 -1.948
S -2.544 -2.619 -3.602
H -2.791 -0.587 0.676
H -3.890 -2.497 1.792
H -4.467 -4.530 0.532
H -3.979 -4.666 -1.899
I 8.069 0.254 -0.846
C 6.067 0.688 -1.401
C 5.041 -0.051 -0.842
C 3.738 0.270 -1.161
C 3.453 1.328 -2.025
C 4.508 2.039 -2.596
C 5.816 1.721 -2.288
C 2.025 1.719 -2.282
O 1.740 2.779 -2.833
O 1.170 0.884 -1.836
H 5.251 -0.863 -0.160
H 2.922 -0.296 -0.730
H 4.284 2.845 -3.279
H 6.632 2.274 -2.729
*
```

The computed natural (NBO) charges, all in e, follow: number 1, V, carries 1.12; number 2, C, carries -0.59; number 3, C, carries -0.10; number 4, C, carries -0.60; number 5, C, carries -0.61; number 6, C, carries 0.07; number 7, C, carries -0.26; number 8, C, carries -0.22; number 9, C, carries -0.21; number 10, S, carries 0.32; number 11, C, carries 0.02; number 12, N, carries -0.53; number 13, C, carries 0.12; number 14, C, carries -0.21; number 15, C, carries -0.17; number 16, C, carries -0.19; number 17, C, carries -0.25; number 18, C, carries -0.26; number 19, C, carries -0.13; number 20, C, carries -0.32; number 21, H, carries 0.20; number 22, H, carries 0.20; number 23, H, carries 0.21; number 24, H, carries 0.20; number 25, H, carries 0.21; number 26, H, carries 0.20; number 27, H, carries 0.20; number 28, H, carries 0.21; number 29, H, carries 0.22; number 30, H, carries 0.20; number 31, H, carries 0.21; number 32, H, carries 0.20; number 33, H, carries 0.19; number 34, H, carries 0.19; number 35, H, carries 0.19; number 36, H, carries 0.19; number 37, S, carries -0.12; number 38, C, carries -0.09; number 39, N, carries -0.61; number 40, C, carries 0.21; number 41, C, carries -0.24; number 42, C, carries -0.21; number 43, C, carries -0.24; number 44, C, carries -0.22; number 45, C, carries -0.24; number 46, S, carries 0.36; number 47, H, carries 0.24; number 48, H, carries 0.21; number 49, H, carries 0.21; number 50, H, carries 0.21; number 51, I, carries 0.09; number 52, C, carries -0.12; number 53, C, carries -0.27; number 54, C, carries -0.12; number 55, C, carries -0.15; number 56, C, carries -0.15; number 57, C, carries -0.27; number 58, C, carries 0.76; number 59, O, carries -0.62; number 60, O, carries -0.75; number 61, H, carries 0.22; number 62, H, carries 0.22; number 63, H, carries 0.24; number 64, H, carries 0.22